Entry P
Computed, not measured: the molecule C4H5N, with ωB97M-V/def2-TZVPD.

Values from the calculation:
net charge: 0
molar mass: 67.1 g/mol
E_HOMO: -9.0 eV
orbital gap: 0.3362 hartree

```
10
Properties=species:S:1:pos:R:3:nbo_charge:R:1
C 0.24949 -0.27270 -0.04393 0.057
H 0.53256 1.76544 0.82663 0.219
H -2.89030 0.07128 -0.16014 0.204
H -0.03663 1.65331 -0.88226 0.205
H 1.18170 -2.09384 0.31553 0.220
C 1.35298 -0.99413 0.03383 -0.390
C -1.78727 0.15719 0.03081 0.123
C 0.00249 1.16869 0.04606 -0.387
N -0.99843 -0.81578 -0.13097 -0.462
H 2.39341 -0.63946 -0.03555 0.211
```

***

Entry Q
Computed, not measured: a cluster of 2 separate species, C4H5N in total, with ωB97M-V/def2-TZVPD.

Values from the calculation:
net charge: 0
molar mass: 67.1 g/mol
E_HOMO (alpha / beta): -9.1 / -9.1 eV
orbital gap (alpha / beta): 0.3361 / 0.3360 hartree

```
10
Properties=species:S:1:pos:R:3:nbo_charge:R:1
C 1.85215 0.86073 0.13432 -0.358
H 2.47067 1.41758 0.80843 0.212
N 2.08885 -0.67660 -0.18371 -0.379
H -1.58554 0.84637 -0.18295 0.217
H -1.20308 -2.08018 0.32692 0.176
C -1.15038 -1.09961 0.09250 -0.044
C -2.03347 -0.12989 -0.16597 -0.449
H 1.63841 1.31371 -0.86479 0.175
H -3.04656 -0.12865 -0.14848 0.215
C 0.96897 -0.32346 0.18373 0.236
```

***

entry P is favored, and the nearest alternative lies 0.0715 hartree above it.

***

Entry P
Computed, not measured: the molecule C4H2O3, with ωB97M-V/def2-TZVPD.

Values from the calculation:
net charge: 0
molar mass: 98.1 g/mol
structure (SMILES): C#CC(=O)C(=O)O
E_HOMO: -10.5 eV
orbital gap: 0.3718 hartree

```
9
Properties=species:S:1:pos:R:3:nbo_charge:R:1
O 1.13261 1.34983 -0.45918 -0.669
H -3.25279 -0.48701 -0.40969 0.238
O 1.81839 -0.73641 -0.90608 -0.547
O 0.56903 -0.56395 1.99231 -0.436
C -1.14659 -0.43022 0.38960 -0.150
C -2.26101 -0.40697 -0.07675 -0.082
C 1.14932 0.02922 -0.27581 0.716
H 1.79513 1.60718 -1.12528 0.504
C 0.19590 -0.36167 0.87087 0.426
```

***

Entry Q
Computed, not measured: the molecule C4H2O3, with ωB97M-V/def2-TZVPD.

Values from the calculation:
net charge: 0
molar mass: 98.1 g/mol
structure (SMILES): C#CC(=O)C(=O)O
E_HOMO: -10.6 eV
orbital gap: 0.3532 hartree

```
9
Properties=species:S:1:pos:R:3:nbo_charge:R:1
H -2.04738 -1.58391 -0.13559 0.508
C -1.23623 0.20289 -0.01088 0.697
H 3.20367 -0.89792 0.57391 0.249
O -2.29345 0.56359 0.44651 -0.533
C 0.10212 0.93593 -0.08143 0.405
O -0.02177 2.07630 -0.32495 -0.408
C 2.29801 -0.41239 0.25619 -0.082
C 1.31873 0.19070 -0.24033 -0.130
O -1.32370 -1.07520 -0.48344 -0.705
```

***

entry P is favored, and the nearest alternative lies 0.0355 hartree above it.

***

Entry P
Computed, not measured: a cluster of 19 separate species, H39O19 in total, with ωB97M-V/def2-TZVPD.

Values from the calculation:
net charge: +1
molar mass: 343.3 g/mol
E_HOMO: -13.3 eV
orbital gap: 0.3904 hartree

```
58
Properties=species:S:1:pos:R:3:nbo_charge:R:1
H 4.80323 0.82649 -1.20929 0.476
H -4.08147 -0.94029 0.41700 0.478
O 0.06279 -0.65190 -0.77707 -1.064
H -1.65120 1.26153 -0.48293 0.509
H 2.14678 -1.49331 -1.93866 0.517
O -1.09720 1.95575 -0.57679 -0.975
H -0.01089 3.62918 1.39363 0.528
H 1.03434 4.32070 -0.37783 0.504
H 1.89397 0.65070 -3.34473 0.470
H -0.57780 3.58992 -0.36501 0.555
H 1.92032 -2.10375 4.15700 0.508
H -1.59643 -3.31311 1.54554 0.455
O 3.97768 1.74362 2.24840 -0.919
O 0.53737 2.01218 -4.01055 -0.943
H -1.81217 -0.43819 1.78177 0.501
H 2.68858 -3.10895 -1.58829 0.506
H 4.42338 1.28159 1.74506 0.442
O -0.53349 -2.79635 -3.84439 -0.962
O -2.80984 1.80050 2.27476 -0.991
H 0.19725 -2.50404 -4.45913 0.500
O 4.01116 0.58819 -1.53835 -0.939
H 1.56116 0.46999 3.34171 0.540
H 3.71299 1.22711 -2.11960 0.466
H -4.01391 -1.32499 1.84498 0.490
O 1.46052 1.21583 2.60567 -0.925
H -4.70573 0.32779 -0.93642 0.438
H 0.32077 2.06743 2.07658 0.549
H -3.40142 2.61072 2.52070 0.487
H -0.28402 1.73585 -1.16705 0.501
H 0.35167 2.86098 -3.88255 0.467
H 0.15494 -2.92775 -1.63442 0.525
H 1.12048 2.00814 -4.80582 0.484
O 0.26022 4.10561 -0.02950 -1.013
H -0.19834 -0.37029 -1.65577 0.480
O -0.36778 3.05374 2.12097 -0.829
H -1.43024 -3.10139 -1.80505 0.494
H 1.12805 -1.24245 3.13997 0.501
H -2.58958 -4.33292 1.59466 0.492
H -4.56078 1.73438 -1.50548 0.491
H 3.60730 1.33838 2.97990 0.478
O 1.78898 -1.17124 3.78428 -0.986
H 2.14038 -1.31311 0.75288 0.477
O 1.36662 -1.67399 1.34114 -0.993
H -1.08611 2.56450 1.81111 0.529
O -4.15386 0.89789 -1.08365 -0.928
O -2.51141 -3.28728 1.72501 -0.940
H 1.59268 0.71532 1.91079 0.478
H -0.54579 -1.53129 -0.57862 0.527
O -4.23217 -0.53752 1.29493 -0.962
O 1.89663 -2.48284 -1.69409 -1.006
H -3.58548 1.19356 2.38537 0.512
O -0.97439 -0.98704 1.61741 -0.979
H 0.71733 -1.52619 0.60340 0.507
H 2.04132 -0.02135 -2.17893 0.456
H -1.11556 -1.92733 1.98266 0.474
O 1.98053 -0.22267 -3.17156 -0.916
H -0.17994 -3.45453 -3.14788 0.465
O -0.79238 -3.00151 -1.08787 -0.986
```

***

Entry Q
Computed, not measured: a cluster of 19 separate species, H39O19 in total, with ωB97M-V/def2-TZVPD.

Values from the calculation:
net charge: +1
molar mass: 343.3 g/mol
E_HOMO: -12.7 eV
orbital gap: 0.3613 hartree

```
58
Properties=species:S:1:pos:R:3:nbo_charge:R:1
H -2.31649 2.58598 -0.33225 0.489
O 1.78157 2.91339 -1.55048 -0.967
O 1.36147 0.38301 4.28585 -0.976
H 3.00639 -0.62349 3.01565 0.489
O -1.87392 1.25402 -3.23361 -0.987
O -1.58144 0.04193 2.54347 -0.972
H 2.70807 2.70904 0.55028 0.474
O -2.78879 -2.43388 -0.75696 -0.945
H -4.42450 -1.57172 1.92376 0.491
O -0.45537 0.94473 0.25860 -1.018
O 2.21063 0.16518 -0.89946 -0.953
H -2.31573 2.11106 -3.19294 0.481
H 2.70258 4.09652 0.76632 0.471
H -3.58640 -2.23924 -0.22700 0.473
H -2.62967 0.66561 -3.31805 0.516
H 1.08120 3.28272 -1.00774 0.492
H -2.48801 -0.08654 2.19764 0.492
H 0.18521 1.24472 -2.81339 0.566
H -3.83547 2.28849 -0.75858 0.482
O -3.91084 -0.55641 -2.50044 -0.947
H 2.38027 -0.66647 -0.45983 0.505
H -0.58491 -4.82150 0.35515 0.482
H -3.09988 -3.24104 -1.19252 0.461
H -0.50463 -0.02749 0.39707 0.511
H -3.29866 -2.62442 1.67317 0.493
H 2.25118 0.92027 -0.30615 0.519
H -3.84356 -1.39165 -2.95464 0.478
O 0.09912 -1.71267 0.19082 -1.010
O 4.43464 0.06716 -2.12268 -0.914
H 5.27762 1.09419 0.07956 0.484
H -1.62797 2.28300 2.50225 0.481
H 4.72416 0.38848 1.38669 0.493
H 0.83932 -0.19941 4.80795 0.480
H -0.41685 -1.61973 -0.61953 0.497
O -2.94808 1.93885 -0.65486 -0.968
H 0.79699 -4.79391 -0.37800 0.480
H -0.77884 1.11392 -1.68363 0.576
H 0.12573 -2.64965 0.42238 0.513
O 0.32877 -4.52825 0.41347 -0.943
O 4.67275 1.15189 0.81585 -0.977
H 0.21969 -3.79209 -2.33792 0.470
H 3.56658 -0.16920 -2.40739 0.463
O 0.14229 -2.84439 -2.37208 -0.948
H 2.07746 -0.61580 2.07658 0.477
O 2.12916 3.34900 0.97450 -0.942
O 0.05317 0.71820 -2.01456 -0.861
H 4.59735 -0.81861 -1.77937 0.450
H 0.61805 0.46816 -1.19328 0.583
H 1.73540 3.35818 -2.40416 0.476
H -1.51656 -0.83709 2.93490 0.478
H -4.32713 -0.76825 -1.66725 0.478
O -3.51807 -1.69809 1.61811 -0.964
O 3.04036 -0.64028 2.04138 -0.966
H 0.96555 1.23904 4.11342 0.499
O -1.03277 3.03457 2.58339 -0.960
H -0.35706 1.24846 1.16262 0.513
H 1.01106 -2.44128 -2.43886 0.481
H -1.06220 3.35279 3.48678 0.481
```

***

entry Q is favored, and the nearest alternative lies 0.2049 hartree above it.